1.
9
Properties=species:S:1:pos:R:3 method="wB97M-V/def2-TZVPD" gap_ev="7.0 / 7.0" molar_mass_g_mol=112.1 e_lumo_ev="-5.70 / -9.09" s2=2.0130 total_energy_ha=-677.5287 relative_energy_kcal_mol=10.52 spin_multiplicity=3 total_charge=+1
C 0.5773 -0.2789 -0.3241
C -0.6897 -0.3823 0.1204
C 0.2704 -2.3732 -0.8496
N 0.7773 -4.5860 -1.6579
N 1.1090 -1.3741 -0.8232
N 0.5775 -3.5707 -1.2587
S -1.3164 -1.9648 0.0870
H 1.1482 0.5484 -0.3157
H -1.3906 0.3311 0.4844

2.
22
Properties=species:S:1:pos:R:3 method="wB97M-V/def2-TZVPD" gap_ev=8.3 molar_mass_g_mol=146.2 e_lumo_ev=3.74 total_energy_ha=-516.3867 relative_energy_kcal_mol=9.67 spin_multiplicity=1 total_charge=-1
C -0.2705 -2.3542 -0.4462
C -1.2750 -2.2282 0.7198
C -0.6330 -1.4442 -1.6015
O -0.9746 -1.8466 -2.7112
N -0.5862 -0.1160 -1.3211
H 0.5911 -1.8300 -0.0724
H -0.1685 -3.3884 -0.7553
H -1.3919 -1.1575 0.8721
H -0.9751 -2.7018 1.6527
H -0.5945 0.4960 -2.1184
H -0.0849 0.2068 -0.4901
H -2.2292 -2.7023 0.4672
C 0.1272 2.2126 1.4446
C -0.9716 2.2240 0.3684
C 1.4317 1.3343 1.1388
O 1.1380 0.1254 0.8883
O 2.4981 1.9132 1.3306
H 0.4610 3.2434 1.5678
H -0.2253 1.7377 2.3485
H -1.6791 1.4142 0.4774
H -0.4591 2.2376 -0.5931
H -1.5248 3.1681 0.3979

3.
13
Properties=species:S:1:pos:R:3 method="wB97M-V/def2-TZVPD" gap_ev=9.5 molar_mass_g_mol=94.1 e_lumo_ev=0.91 total_energy_ha=-303.5851 relative_energy_kcal_mol=32.01 spin_multiplicity=1 total_charge=0
C -0.3597 1.3454 -1.6306
C 0.1419 1.6575 -0.3845
N -0.0070 0.4859 0.3152
C -0.4760 -0.4384 -0.5424
N -0.7299 0.0136 -1.7406
C -0.1773 -1.5989 0.3782
C 0.4086 -0.4927 1.3318
H -0.4891 2.0205 -2.4677
H 0.5509 2.5626 0.0343
H 0.5911 -2.2861 0.0113
H -1.0547 -2.1427 0.7241
H 1.4941 -0.5342 1.4573
H -0.0759 -0.3538 2.3033

4.
17
Properties=species:S:1:pos:R:3 method="wB97M-V/def2-TZVPD" gap_ev="8.2 / 8.2" molar_mass_g_mol=102.1 e_lumo_ev="0.60 / 0.62" total_energy_ha=-346.8376 relative_energy_kcal_mol=117.85 spin_multiplicity=1 total_charge=0
C -1.2993 -2.3521 -0.1854
O -0.4114 -1.4131 -0.1434
C -0.1776 -0.4496 -0.9894
C -0.9706 1.6608 0.7714
O 0.2194 1.7645 0.0289
C 0.7934 0.6051 -0.5986
C 1.9634 0.0727 0.2256
H -1.5028 0.7136 0.6170
H -1.9836 -2.3984 -1.0259
H -1.2623 -3.0622 0.6257
H -0.8496 -0.3683 -1.8408
H -0.7747 1.7827 1.8452
H -1.6353 2.4711 0.4495
H 1.2005 1.0177 -1.5294
H 2.5573 -0.6197 -0.3809
H 2.5989 0.9084 0.5317
H 1.6277 -0.4556 1.1225

5.
32
Properties=species:S:1:pos:R:3 method="wB97M-V/def2-TZVPD" gap_ev=5.3 molar_mass_g_mol=359.2 e_lumo_ev=-3.16 total_energy_ha=-1904.3620 relative_energy_kcal_mol=0.00 spin_multiplicity=1 total_charge=0
N 2.5302 -3.2890 0.7059
C 1.8205 -2.7442 1.4598
C 0.9570 -2.0832 2.3778
C -0.3739 -1.9399 2.1041
C -0.9221 -2.4725 0.9072
N -1.3660 -2.9258 -0.0769
C -1.3091 -1.3084 3.0510
O -2.5064 -1.2270 2.7932
C -0.7007 -0.7887 4.3154
Cl -1.7699 -0.0301 5.3981
C 0.6321 -0.9191 4.5824
Cl 1.3316 -0.3427 6.0198
C 1.5660 -1.5918 3.6268
O 2.7643 -1.7440 3.8444
C -0.5192 2.7723 0.5987
C -0.3524 2.0095 -0.6611
N -0.4004 0.6914 -0.8140
C -0.2084 0.4333 -2.1648
C -0.1875 -0.7632 -2.8836
C 0.0330 -0.7100 -4.2641
C 0.2264 0.5204 -4.9264
C 0.1961 1.7333 -4.2147
C -0.0232 1.6603 -2.8480
N -0.1235 2.6339 -1.8560
H -0.7072 2.0565 1.4040
H 0.3873 3.3471 0.8292
H -1.3681 3.4647 0.5263
H -0.3533 -1.6819 -2.3215
H 0.0571 -1.6339 -4.8427
H 0.3997 0.5250 -6.0037
H 0.3362 2.7107 -4.6809
H -0.0464 3.6369 -1.9858

6.
46
Properties=species:S:1:pos:R:3 method="wB97M-V/def2-TZVPD" gap_ev="4.7 / 4.5" molar_mass_g_mol=737.0 e_lumo_ev="-5.76 / -5.96" total_energy_ha=-2153.4810 spin_multiplicity=1 total_charge=+1
Ir -0.6612 0.2063 -0.7919
O 3.9292 -0.2159 -1.0566
C 4.1706 1.0687 -0.8221
C 5.4786 1.4802 -0.5303
C 5.7522 2.8040 -0.2735
C 4.7434 3.7694 -0.3502
C 3.4516 3.3892 -0.6409
C 3.1325 2.0417 -0.8395
C 1.7480 1.6480 -0.9515
O 1.3973 0.3952 -1.1136
N 0.8199 2.5890 -0.8214
N -0.3925 2.1164 -0.7577
C -1.4866 2.8644 -0.5018
C -2.6797 2.1506 -0.4088
C -3.9317 2.7159 -0.0595
C -5.0476 1.9275 -0.0096
C -4.9377 0.5610 -0.3313
C -3.6950 0.0480 -0.6347
N -2.5881 0.7843 -0.6646
H 2.9608 -0.3468 -1.1898
H 6.2517 0.7286 -0.5012
H 6.7560 3.1003 -0.0131
H 4.9775 4.8074 -0.1705
H 2.6523 4.1086 -0.7056
H -1.3954 3.9267 -0.3449
H -3.9733 3.7698 0.1671
H -5.9993 2.3392 0.2853
H -5.7982 -0.0880 -0.3156
H -3.5700 -1.0062 -0.8445
Cl -0.5171 -5.9161 2.5326
C -0.6509 -4.2452 2.2001
C -0.6672 -3.3483 3.2529
C -0.7533 -1.9903 3.0160
I -0.7662 -0.5936 4.5665
C -0.7997 -1.4488 1.7042
O -0.8142 -0.2039 1.5065
C -0.7920 -2.3953 0.6086
N -0.7985 -1.8778 -0.6470
C -0.7404 -2.7161 -1.6769
C -0.7012 -4.0993 -1.5313
C -0.6980 -4.6459 -0.2649
C -0.7209 -3.7903 0.8512
H -0.6048 -3.7091 4.2662
H -0.7222 -2.2659 -2.6596
H -0.6662 -4.7250 -2.4090
H -0.6544 -5.7140 -0.1216

7.
53
Properties=species:S:1:pos:R:3 method="wB97M-V/def2-TZVPD" gap_ev=8.2 molar_mass_g_mol=378.5 e_lumo_ev=0.52 total_energy_ha=-1474.9871 relative_energy_kcal_mol=3.36 spin_multiplicity=1 total_charge=0
C 3.7515 -2.0405 -1.7222
C 2.2622 -1.9244 -1.8247
C 1.4512 -3.0084 -1.5391
C 0.0701 -2.9177 -1.5738
C -0.5202 -1.7075 -1.8982
O -1.8807 -1.4708 -1.9285
C -2.7278 -2.3201 -1.2075
C -2.5676 -2.1888 0.3456
N -1.5332 -1.2677 0.7153
C -1.5918 0.0729 0.4862
C -0.3900 0.6730 0.7785
C -0.0334 2.0675 0.6348
S 1.5014 2.5065 0.1793
N -0.9510 3.0245 0.8405
C -2.2497 2.8644 1.4597
C -2.4864 4.2054 2.1505
C -1.8399 5.1845 1.1736
C -0.5985 4.4277 0.7124
C 0.4836 -0.3854 1.2082
C 1.8080 -0.4263 1.6351
C 2.3453 -1.6397 2.0004
C 1.5847 -2.8089 1.9676
C 0.2693 -2.7947 1.5580
C -0.2731 -1.5779 1.1669
C 0.2861 -0.6242 -2.2306
C 1.6656 -0.7157 -2.2006
C 2.5022 0.4761 -2.5372
H 4.2228 -1.8644 -2.6891
H 4.0368 -3.0296 -1.3727
H 4.1374 -1.2990 -1.0242
H 1.9026 -3.9512 -1.2643
H -0.5192 -3.7883 -1.3298
H -2.5954 -3.3663 -1.5080
H -3.7351 -2.0115 -1.4996
H -3.5165 -1.8465 0.7713
H -2.3303 -3.1610 0.7792
H -2.4840 0.5004 0.0711
H -3.0174 2.6996 0.6928
H -2.2499 2.0155 2.1465
H -1.9644 4.2293 3.1077
H -3.5425 4.4047 2.3201
H -2.5082 5.3674 0.3312
H -1.5902 6.1382 1.6328
H 0.2710 4.6411 1.3454
H -0.3139 4.6499 -0.3194
H 2.3967 0.4765 1.6645
H 3.3744 -1.6930 2.3236
H 2.0364 -3.7426 2.2691
H -0.3099 -3.7065 1.5406
H -0.1936 0.3056 -2.4959
H 1.8842 1.2868 -2.9128
H 3.0164 0.8333 -1.6459
H 3.2540 0.2277 -3.2848